Record 1
This record from the OMol25 dataset describes the molecule C3H3NO2 at a distorted geometry. The level of theory is wB97M-V/def2-TZVPD.

ORCA input file:
```
! RIJCOSX wB97M-V def2-TZVPD def2/J DEFGRID3
* xyz 0 1
O 0.06523 1.29466 -0.96891
C 0.35405 0.28226 -0.28610
C -0.79184 -0.35624 0.43067
O -1.87557 0.33822 0.15003
C 1.68335 -0.22583 -0.19090
N 2.68835 -0.77111 -0.01493
H -1.01687 1.31864 -0.76039
H -0.40963 -0.43862 1.48709
H -0.69708 -1.44199 0.15342
*
```

E_LUMO (alpha / beta) = -1.9 / -1.9 eV
strongest force on any atom = 1.29 eV/Å
energy above the lowest of the compared OMol25 structures with the same formula, charge and spin = 3.605 eV
gap between HOMO and LUMO (alpha / beta) = 0.281 / 0.281 hartree


Record 2
This record from the OMol25 dataset describes the molecule C3H3NO2 at a distorted geometry. The level of theory is wB97M-V/def2-TZVPD.

ORCA input file:
```
! RIJCOSX wB97M-V def2-TZVPD def2/J DEFGRID3
* xyz 0 1
C 0.01771 1.14944 -0.49586
O 0.72170 -0.07064 -0.75607
C 0.47498 -1.18030 -0.06923
O 0.99997 -2.23161 -0.30079
C -0.50303 -1.05376 1.03895
N -1.27339 -0.98668 1.89880
H -0.63319 1.06601 0.37632
H 0.76634 1.91789 -0.30820
H -0.57109 1.38964 -1.38392
*
```

E_LUMO = 0.0 eV
SMILES = COC(=O)C#N
strongest force on any atom = 1.18 eV/Å
energy above the lowest of the compared OMol25 structures with the same formula, charge and spin = 1.556 eV
gap between HOMO and LUMO = 0.433 hartree


Record 3
This record from the OMol25 dataset describes the molecule C3H3NO2 at a distorted geometry. The level of theory is wB97M-V/def2-TZVPD.

ORCA input file:
```
! RIJCOSX wB97M-V def2-TZVPD def2/J DEFGRID3
* xyz 0 1
O -1.54041 1.71657 0.43510
C -0.74441 0.85936 0.21813
C -0.67634 -0.66167 -0.21602
N 0.69841 -0.90100 -0.58163
C 1.36389 0.04520 -0.06106
O 0.69151 1.03985 0.57586
H -0.87470 -1.15115 0.74969
H -1.36682 -1.06045 -0.96626
H 2.44886 0.11330 -0.15379
*
```

E_LUMO = 0.7 eV
SMILES = O=C1CN=CO1
strongest force on any atom = 1.81 eV/Å
energy above the lowest of the compared OMol25 structures with the same formula, charge and spin = 1.139 eV
gap between HOMO and LUMO = 0.415 hartree